A structure of composition C27H48ClIrO2P in a non-equilibrium geometry. Source: OMol25; level of theory: the ωB97M-V functional and the def2-TZVPD basis.

```
! wB97M-V def2-TZVPD RIJCOSX def2/J DEFGRID3
* xyz -1 5
Ir -1.45 0.27 1.50
Cl -0.15 0.32 3.53
P 0.31 -0.53 0.13
C -0.20 3.02 0.45
H 0.08 3.48 -0.50
H 0.72 2.56 0.93
C -0.18 -2.15 0.92
C 2.07 -0.08 0.66
C 0.32 -3.45 0.32
H 0.21 -2.05 1.94
C -0.06 -4.58 1.29
H -0.17 -3.63 -0.66
H 1.40 -3.42 0.15
C -1.55 -4.57 1.67
H 0.22 -5.53 0.86
H 0.54 -4.44 2.22
C -2.13 -3.19 2.03
H -2.11 -4.96 0.80
H -1.72 -5.25 2.49
C -1.70 -2.14 1.00
H -3.22 -3.24 2.10
H -1.75 -2.88 3.01
H -2.16 -2.35 0.03
H -2.11 -1.11 1.34
C 0.39 -0.76 -1.75
C 2.75 0.93 -0.28
H 1.87 0.44 1.62
C 4.12 1.37 0.26
H 2.91 0.48 -1.28
H 2.10 1.80 -0.43
C 5.02 0.20 0.65
H 4.62 2.00 -0.46
H 3.94 2.00 1.17
C 4.33 -0.87 1.50
H 5.36 -0.29 -0.29
H 5.91 0.55 1.15
C 2.96 -1.29 0.96
H 4.96 -1.74 1.60
H 4.18 -0.47 2.53
H 3.11 -1.88 0.04
H 2.47 -1.95 1.68
C -0.92 -1.26 -2.35
H 0.56 0.29 -2.09
C -0.90 -1.24 -3.88
H -1.11 -2.29 -2.01
H -1.76 -0.66 -1.99
C 0.30 -1.96 -4.50
H -1.83 -1.67 -4.26
H -0.88 -0.18 -4.22
C 1.63 -1.60 -3.81
H 0.14 -3.06 -4.41
H 0.36 -1.74 -5.56
C 1.55 -1.63 -2.28
H 2.42 -2.27 -4.15
H 1.92 -0.58 -4.13
H 1.39 -2.67 -1.95
H 2.52 -1.32 -1.87
C -2.42 1.26 -0.13
C -1.29 2.49 -0.61
H -2.72 0.68 -1.06
C -1.99 3.82 -1.05
H -0.70 2.01 -1.44
C -3.10 4.18 -0.17
H -1.23 4.59 -1.11
H -2.31 3.56 -2.03
C -4.27 3.21 -0.23
H -2.79 4.28 0.87
H -3.43 5.15 -0.53
C -3.83 1.88 0.33
H -5.07 3.59 0.41
H -4.68 3.12 -1.24
H -3.79 1.96 1.44
H -4.62 1.11 0.13
C -0.04 3.78 3.78
C -1.03 3.69 2.67
O -2.22 3.46 2.86
O -0.60 4.02 1.36
H -0.56 4.26 4.63
H 0.85 4.36 3.53
H 0.23 2.77 4.15
*
```

Properties
relative energy (zero: lowest compared OMol25 entry of this formula, charge and spin)	154.8	kJ/mol
gap between HOMO and LUMO (alpha / beta)	1.75 / 7.35	eV
LUMO (alpha / beta)	2.46 / 1.36	eV